Formula: CH3N3O3
Source: the OMol25 dataset
Level of theory: ωB97M-V/def2-TZVPD

Structure (XYZ):
```
10
Properties=species:S:1:pos:R:3:forces:R:3
C 2.0493 -0.2080 -1.2671 2.600 2.751 -1.506
N -0.1638 0.1964 -0.4129 2.271 -1.632 -0.886
N -2.1062 0.3284 0.8000 -0.058 0.143 -0.753
N -0.8278 -0.1834 0.5882 0.346 0.363 0.973
O -0.5064 -0.9128 1.4960 0.966 -1.406 0.373
O 3.2155 -0.4800 -1.4541 -1.169 -0.398 -0.027
O 1.3014 -0.7632 -0.4132 -5.102 -0.714 3.143
H 1.5133 0.6664 -1.6170 0.388 0.559 -1.269
H -2.2530 1.2926 0.5023 0.227 -0.313 0.192
H -2.2224 0.0635 1.7779 -0.468 0.646 -0.239
```
Forces are in eV/Å.

## Properties
E_LUMO ... -1.1 eV
Gap between HOMO and LUMO ... 9.37 eV
Maximum force ... 0.117 hartree/bohr
Calculated total energy ... -429.68240 hartree
ΔE to the lowest compared entry with this formula, charge and spin ... 3.6295 eV

Formula: CH3N3O3
Source: the OMol25 dataset
Level of theory: ωB97M-V/def2-TZVPD

Structure (XYZ):
```
10
Properties=species:S:1:pos:R:3:forces:R:3
C -0.4963 0.1478 -0.0005 -1.620 3.594 -2.440
N -0.0310 -1.3856 1.7825 -1.459 0.422 1.447
N 0.6636 0.3606 -0.5914 -1.196 -2.635 3.011
N 0.8626 1.2908 -1.6328 -3.303 0.223 0.271
O -0.9485 -0.6359 0.9598 1.737 -0.409 -0.478
O -0.1352 1.6784 -2.2491 1.059 -0.271 0.302
O 1.9896 1.6100 -1.8003 0.860 0.214 -0.284
H -1.5154 0.7245 -0.1749 2.380 -0.573 -0.688
H 0.3985 -2.1183 1.2146 -0.655 -0.192 0.265
H -0.7878 -1.6723 2.4921 2.197 -0.373 -1.406
```
Forces are in eV/Å.

## Properties
E_LUMO ... -0.2 eV
Gap between HOMO and LUMO ... 10.37 eV
Maximum force ... 0.090 hartree/bohr
Calculated total energy ... -429.66689 hartree
SMILES ... NO/C=N/[N+](=O)[O-]
ΔE to the lowest compared entry with this formula, charge and spin ... 4.0516 eV

Formula: CH3N4
Source: the OMol25 dataset
Level of theory: ωB97M-V/def2-TZVPD

Structure (XYZ):
```
8
Properties=species:S:1:pos:R:3:forces:R:3
C -0.0230 1.0070 -1.0931 -0.198 -0.365 -1.072
N 0.2976 -0.0278 1.0618 -0.879 0.477 1.385
N 0.1638 0.1951 -0.1740 0.379 -2.333 0.954
N -0.2831 1.3023 -2.2209 0.146 0.216 1.266
N 0.2026 -1.2243 1.5543 0.100 1.033 -2.318
H -0.4872 2.1833 -2.6603 0.104 0.290 -0.208
H 0.0911 -2.0590 1.0044 -0.110 -0.211 -0.879
H 0.0381 -1.3765 2.5278 0.458 0.893 0.872
```
Forces are in eV/Å.

## Properties
E_LUMO ... -6.4 eV
Gap between HOMO and LUMO ... 9.42 eV
Maximum force ... 0.050 hartree/bohr
Calculated total energy ... -258.54283 hartree
SMILES ... N=C=NN=[NH2+]
ΔE to the lowest compared entry with this formula, charge and spin ... 3.2830 eV
Charge ... +1

Formula: CH3N4
Source: the OMol25 dataset
Level of theory: ωB97M-V/def2-TZVPD

Structure (XYZ):
```
8
Properties=species:S:1:pos:R:3:forces:R:3
C 0.0596 0.2081 0.1505 -2.280 1.009 -0.516
N 1.3229 0.8103 -0.2190 0.803 1.601 -0.172
N 1.8371 -0.3039 -0.3047 -0.079 -0.446 0.028
N 0.6364 -0.9708 0.2597 -0.182 -5.695 -0.422
N -1.1007 0.8121 0.1161 -0.080 -4.330 0.379
H 0.3464 -2.6765 -0.1542 0.374 4.244 0.937
H -1.0516 1.7607 0.0187 -0.050 3.211 -0.325
H -2.0501 0.3601 0.1328 1.494 0.406 0.090
```
Forces are in eV/Å.

## Properties
E_LUMO (alpha / beta) ... -7.3 / -7.3 eV
Gap between HOMO and LUMO (alpha / beta) ... 8.98 / 8.98 eV
Maximum force ... 0.111 hartree/bohr
Calculated total energy ... -258.40076 hartree
ΔE to the lowest compared entry with this formula, charge and spin ... 7.1490 eV
Charge ... +1

Formula: CH3N4
Source: the OMol25 dataset
Level of theory: ωB97M-V/def2-TZVPD

Structure (XYZ):
```
8
Properties=species:S:1:pos:R:3:forces:R:3
C 0.8991 -0.5565 0.0254 -1.468 -2.221 0.471
N -3.4462 1.2871 -0.4739 -0.698 0.279 -0.208
N -2.4898 0.8781 -0.1681 0.771 -0.285 0.218
N 0.3903 -1.5806 -0.0431 1.522 3.739 0.065
N 1.4202 0.5645 0.2484 -0.832 1.240 0.546
H 0.1077 -2.4645 -0.1535 -1.444 -3.893 -0.480
H 2.3222 0.6268 -0.1807 0.707 1.347 0.131
H 0.7964 1.2451 0.7455 1.442 -0.206 -0.743
```
Forces are in eV/Å.

## Properties
E_LUMO ... -4.5 eV
Gap between HOMO and LUMO ... 12.98 eV
Maximum force ... 0.081 hartree/bohr
Calculated total energy ... -258.65444 hartree
ΔE to the lowest compared entry with this formula, charge and spin ... 0.2459 eV
Charge ... +1

Formula: CH3N4
Source: the OMol25 dataset
Level of theory: ωB97M-V/def2-TZVPD

Structure (XYZ):
```
8
Properties=species:S:1:pos:R:3:forces:R:3
C -0.6775 -0.3732 -0.0496 -1.062 1.548 0.325
N 0.4633 -0.0413 0.1294 -5.249 -0.205 0.755
N 1.6420 -0.4536 -0.1245 3.675 -0.940 -1.810
N 2.7054 0.1049 -0.0855 1.466 0.049 1.428
N -1.9867 -0.2263 -0.0295 0.550 3.157 0.585
H 2.9286 0.9660 0.4913 -1.239 -0.320 -0.921
H -2.3724 0.7904 0.1677 1.238 -2.545 -0.238
H -2.7026 -0.7670 -0.4993 0.620 -0.743 -0.125
```
Forces are in eV/Å.

## Properties
E_LUMO ... -6.2 eV
Gap between HOMO and LUMO ... 8.55 eV
Maximum force ... 0.103 hartree/bohr
Calculated total energy ... -258.49108 hartree
SMILES ... [H]/N=N\N=C=[NH2+]
ΔE to the lowest compared entry with this formula, charge and spin ... 4.6913 eV
Charge ... +1

Formula: CH3N4
Source: the OMol25 dataset
Level of theory: ωB97M-V/def2-TZVPD

Structure (XYZ):
```
8
Properties=species:S:1:pos:R:3:forces:R:3
C -0.6972 0.3674 0.1191 0.680 5.033 -1.324
N 1.8731 -0.6003 -0.1923 2.648 1.242 0.922
N 2.7727 -0.0946 0.2095 -2.100 -1.238 -0.961
N -0.5613 1.5052 -0.0671 -1.321 -3.527 1.123
N -0.8660 -0.8432 0.0027 -1.762 -5.894 3.656
H -0.1750 2.3721 -0.1674 1.185 2.591 -0.239
H -1.0404 -1.4765 0.9070 0.728 1.846 -2.463
H -1.3059 -1.2301 -0.8116 -0.058 -0.053 -0.713
```
Forces are in eV/Å.

## Properties
E_LUMO ... -5.0 eV
Gap between HOMO and LUMO ... 12.40 eV
Maximum force ... 0.139 hartree/bohr
Calculated total energy ... -258.64370 hartree
ΔE to the lowest compared entry with this formula, charge and spin ... 0.5383 eV
Charge ... +1

Formula: CH3N4O
Source: the OMol25 dataset
Level of theory: ωB97M-V/def2-TZVPD

Structure (XYZ):
```
9
Properties=species:S:1:pos:R:3:forces:R:3
C 2.9356 -0.4567 -0.0459 -2.598 2.196 0.147
N 1.7801 -0.0590 -0.0062 0.258 -2.569 -0.122
N 0.9037 0.7874 0.0451 7.349 -1.970 -0.145
N -0.0149 1.4072 0.0818 -8.032 3.714 0.229
N -2.1446 -0.0950 -0.0041 -1.792 -0.482 0.115
O 3.9393 -0.9735 -0.0915 2.692 -1.634 -0.130
H -2.1951 -0.9253 0.5757 0.891 -0.290 0.390
H -2.4640 -0.3097 -0.9413 0.723 0.148 -0.767
H -2.7402 0.6246 0.3864 0.510 0.887 0.283
```
Forces are in eV/Å.

## Properties
E_LUMO (alpha / beta) ... -3.9 / -9.9 eV
Gap between HOMO and LUMO (alpha / beta) ... 6.62 / 5.69 eV
Maximum force ... 0.172 hartree/bohr
Spin multiplicity ... 3
Calculated total energy ... -333.62467 hartree
ΔE to the lowest compared entry with this formula, charge and spin ... 1.1481 eV
Charge ... +1

Which of these has the highest calculated total energy? number 4

Look up the calculated total energy of the third one. -258.54283 hartree

What is the formula in the first record? CH3N3O3